Run A
C5H12N2 | ωB97M-V/def2-TZVPD

Calculated values
molar mass	100.16	g mol⁻¹
E_HOMO	-18.356	eV
total charge	+2

Each line ends with the Mulliken charge.
Geometry (Å):
C (2.147, -2.105, 0.218)  -0.0954
N (1.549, -1.052, -0.182)  -0.0202
C (0.526, -0.287, 0.561)  0.4850
C (0.439, -0.501, 1.883)  -0.9343
C (-0.208, 0.767, -0.228)  -0.8708
C (-1.725, 0.678, -0.376)  -0.2549
N (-2.126, 1.892, -1.331)  -0.3892
H (1.757, -2.680, 1.071)  0.2673
H (2.970, -2.610, -0.289)  0.2842
H (2.007, -0.677, -1.006)  0.3365
H (-0.066, 0.225, 2.501)  0.2941
H (0.999, -1.264, 2.445)  0.1845
H (0.121, 0.826, -1.269)  0.4429
H (0.168, 1.745, 0.112)  0.4755
H (-2.422, 0.743, 0.461)  0.3753
H (-2.098, -0.232, -0.979)  0.3251
H (-2.607, 1.627, -2.196)  0.3627
H (-1.311, 2.365, -1.723)  0.3583
H (-2.617, 2.652, -0.835)  0.3733

Run B
C5H12N2 | ωB97M-V/def2-TZVPD

Calculated values
molar mass	100.16	g mol⁻¹
E_HOMO (spin up / spin down)	-18.815 / -19.572	eV
total charge	+2

Each line ends with the Mulliken charge.
Geometry (Å):
C (0.809, -1.973, -2.389)  -0.1377
C (0.709, -0.685, -0.321)  0.1912
C (0.657, 1.179, 1.181)  -0.5765
C (-1.128, -0.520, 1.089)  -0.6896
C (-0.739, 1.402, -0.581)  -0.8378
N (0.834, -1.187, -1.426)  0.1501
N (-0.137, 0.283, 0.288)  -0.1718
H (-0.002, -2.815, -2.374)  0.3007
H (1.664, -1.879, -3.076)  0.3197
H (1.274, -0.713, 1.972)  0.4262
H (0.836, 0.413, 1.993)  -0.0158
H (1.616, 1.541, 0.670)  0.4237
H (0.114, 2.055, 1.710)  0.3902
H (-2.001, -0.048, 1.004)  0.3462
H (-1.221, -1.478, 0.648)  0.3754
H (-0.745, -0.592, 2.205)  0.3674
H (-0.863, 0.989, -1.678)  0.3097
H (-1.576, 1.803, -0.161)  0.3939
H (-0.101, 2.224, -0.752)  0.4350

Which of them is least stable? Easy: run B.

Run A
C5H12N2 | ωB97M-V/def2-TZVPD

Calculated values
molar mass	100.16	g mol⁻¹
E_HOMO	-20.075	eV
total charge	+2

Each line ends with the Mulliken charge.
Geometry (Å):
C (3.047, 0.730, -0.131)  -1.0401
C (2.386, -0.521, 0.293)  0.1802
N (1.199, -0.810, -0.121)  0.0971
C (0.099, -1.204, -0.381)  -0.2370
C (-1.228, -0.421, 0.348)  0.1527
C (-0.920, 1.037, 0.292)  -1.2292
N (-2.589, -0.759, -0.268)  -0.3173
H (2.399, 1.224, -0.859)  0.3281
H (3.410, 1.372, 0.758)  0.3392
H (4.006, 0.481, -0.646)  0.3915
H (2.812, -1.140, 0.969)  0.4949
H (-0.190, -1.810, -1.230)  0.3728
H (-1.404, -0.601, 1.438)  0.2690
H (-1.225, 1.566, -0.594)  0.4151
H (-1.311, 1.523, 1.085)  0.4304
H (0.184, 1.300, 0.324)  0.1614
H (-3.357, -0.816, 0.400)  0.3865
H (-2.466, -1.755, -0.720)  0.4001
H (-2.727, -0.063, -1.034)  0.4045

Run B
C5H12N2 | ωB97M-V/def2-TZVPD

Calculated values
molar mass	100.16	g mol⁻¹
E_HOMO	-18.255	eV
total charge	+2

Each line ends with the Mulliken charge.
Geometry (Å):
C (0.281, -0.329, -3.895)  -0.0815
N (0.867, -0.518, -2.755)  -0.0446
C (0.436, 0.015, -1.528)  -0.2251
C (0.798, -0.104, -0.268)  -0.2593
C (0.104, 0.713, 0.824)  -0.5738
C (-0.749, -0.202, 1.715)  -0.5363
N (-0.784, 0.149, 3.204)  -0.3107
H (0.771, -0.792, -4.740)  0.2883
H (-0.489, 0.408, -3.870)  0.2813
H (1.703, -1.100, -2.808)  0.3267
H (-0.403, 0.691, -1.722)  0.1591
H (1.599, -0.705, 0.173)  0.4011
H (0.884, 1.045, 1.516)  0.3613
H (-0.415, 1.588, 0.397)  0.3934
H (-0.229, -1.148, 1.638)  0.3566
H (-1.780, -0.428, 1.443)  0.3522
H (-0.197, -0.401, 3.833)  0.3569
H (-1.757, -0.035, 3.483)  0.3899
H (-0.638, 1.151, 3.359)  0.3646

Which of them is least stable? Easy: run A.

Run A
C4H12NO2 | ωB97M-V/def2-TZVPD

Calculated values
molar mass	106.14	g mol⁻¹
multiplicity	2
E_HOMO (spin up / spin down)	-3.928 / -7.555	eV
total charge	0

Each line ends with the Mulliken charge.
Geometry (Å):
O (0.320, -1.943, -1.338)  -0.7261
C (0.341, -1.979, -0.055)  -0.4673
C (0.220, -0.654, 0.699)  0.2003
N (-0.361, 0.308, -0.325)  -0.2157
C (-1.810, 0.073, -0.633)  -0.8970
C (1.462, -0.053, 1.329)  -1.3296
H (0.454, -2.926, 0.506)  0.3841
H (-0.673, -0.704, 1.363)  0.2094
H (-0.365, 1.249, 0.091)  0.4221
H (0.058, 0.146, -1.252)  0.3717
H (-2.040, -0.911, -1.023)  0.3083
H (-2.142, 0.939, -1.207)  0.3376
H (-2.477, 0.034, 0.276)  0.3331
H (2.154, 0.218, 0.539)  0.3376
H (1.901, -0.734, 2.043)  0.4378
H (1.228, 0.895, 1.838)  0.3485
H (0.054, 3.668, 0.905)  0.3066
H (-0.437, 3.601, -0.529)  0.2921
O (0.008, 3.078, 0.143)  -0.6534

Run B
C4H12NO2 | ωB97M-V/def2-TZVPD

Calculated values
molar mass	106.14	g mol⁻¹
multiplicity	2
E_HOMO (spin up / spin down)	-3.269 / -7.623	eV
total charge	0

Each line ends with the Mulliken charge.
Geometry (Å):
C (0.630, -0.091, 1.035)  -0.8016
C (1.437, 0.135, -0.347)  -0.7303
C (1.133, -0.542, -1.673)  -0.4974
C (0.749, -1.978, -1.516)  -0.4912
O (0.101, -2.331, -0.539)  -0.7956
N (-0.835, -0.383, 0.910)  -0.2977
H (1.137, -1.011, 1.400)  0.2799
H (0.964, 0.705, 1.657)  0.4638
H (1.428, 1.227, -0.298)  0.3914
H (2.544, -0.009, -0.098)  0.3159
H (0.371, 0.200, -1.870)  0.2144
H (1.929, -0.604, -2.495)  0.2335
H (1.053, -2.769, -2.110)  0.5548
H (-0.958, -1.324, 0.521)  0.4353
H (-1.373, 0.295, 0.394)  0.3271
H (-1.282, -0.348, 1.886)  0.4084
H (-3.497, 2.364, 0.885)  0.3432
H (-2.950, 3.711, 1.056)  0.3258
O (-2.581, 2.754, 1.200)  -0.6797

Which of them is least stable? Easy: run B.

Run A
C6H10N2O | ωB97M-V/def2-TZVPD

Calculated values
molar mass	126.16	g mol⁻¹
E_HOMO	-8.247	eV
total charge	0

Each line ends with the Mulliken charge.
Geometry (Å):
C (-0.295, 3.128, -0.642)  -1.1146
C (0.095, 1.657, -0.315)  -0.3227
C (-0.598, 0.370, -0.188)  -0.3849
C (1.205, -0.908, 0.868)  -0.1403
C (2.065, -1.971, 1.121)  -0.9149
C (-1.010, -1.907, 0.281)  0.0104
H (0.001, 3.319, -1.615)  0.3286
H (0.249, 3.784, 0.131)  0.2747
H (-1.300, 3.213, -0.399)  0.3451
H (1.197, 1.402, -0.282)  0.3296
H (-1.645, 0.192, 0.078)  0.5522
H (1.388, 0.008, 1.444)  0.3559
H (1.998, -2.900, 0.408)  0.2278
H (2.793, -1.831, 1.791)  0.3476
H (-1.303, -2.086, 1.431)  0.3191
H (-1.189, -0.671, -1.773)  0.4591
N (0.001, -0.851, 0.149)  -0.0033
N (-1.902, -2.193, -0.594)  -0.2996
O (-1.748, -1.755, -1.894)  -0.3695

Run B
C6H10N2O | ωB97M-V/def2-TZVPD

Calculated values
molar mass	126.16	g mol⁻¹
E_HOMO	-9.471	eV
total charge	0

Each line ends with the Mulliken charge.
Geometry (Å):
C (0.949, 1.987, 0.411)  -1.1854
C (0.831, 0.770, -0.388)  0.2344
N (2.105, 0.036, -0.622)  -0.5807
C (1.773, -1.161, -0.400)  -0.1521
N (0.499, -1.673, -0.218)  -0.5082
C (-0.119, -1.346, 1.022)  -0.5637
C (-0.250, -0.447, -0.061)  0.8905
C (-1.720, -0.430, -0.827)  -0.7185
O (-2.732, 0.476, -0.116)  -0.5662
H (1.795, 2.442, 0.062)  0.4105
H (1.056, 1.671, 1.479)  0.2667
H (0.053, 2.730, 0.203)  0.2426
H (0.707, 1.049, -1.443)  0.3991
H (2.461, -1.942, -0.103)  0.4172
H (0.378, -0.643, 1.763)  0.1753
H (-0.676, -2.138, 1.498)  0.3814
H (-2.224, -1.462, -0.929)  0.3142
H (-1.512, -0.066, -1.979)  0.2338
H (-3.374, 0.147, 0.649)  0.3090

Run C
C6H10N2O | ωB97M-V/def2-TZVPD

Calculated values
molar mass	126.16	g mol⁻¹
E_HOMO	-8.529	eV
total charge	0

Each line ends with the Mulliken charge.
Geometry (Å):
C (0.477, -0.807, -1.880)  -1.4975
C (-0.311, -0.231, -0.692)  -0.1025
C (0.761, 0.746, 0.084)  -0.5476
C (1.121, -0.561, 0.971)  -0.1818
C (-0.196, -1.093, 0.553)  -0.1132
O (-1.182, -0.634, 1.388)  -0.3704
C (-1.693, 0.686, 1.274)  -0.0480
N (-1.086, 1.870, 1.097)  -0.5285
N (0.252, 1.930, 0.756)  -0.2428
H (-0.185, -1.548, -2.368)  0.3904
H (1.343, -1.300, -1.444)  0.2268
H (0.543, -0.075, -2.616)  0.4476
H (-1.303, 0.028, -1.082)  0.4755
H (1.450, 1.280, -0.414)  0.5836
H (1.507, -0.614, 2.174)  0.2961
H (1.735, -1.179, 0.162)  0.1007
H (-0.605, -2.097, 0.316)  0.3957
H (-2.764, 0.868, 1.582)  0.3661
H (0.138, 2.729, 0.141)  0.3499

Which of them is least stable? Easy: run A.

Run A
C6H9N2 | ωB97M-V/def2-TZVPD

Calculated values
molar mass	109.15	g mol⁻¹
E_HOMO	-13.950	eV
total charge	+1

Each line ends with the Mulliken charge.
Geometry (Å):
C (2.278, 1.169, -0.611)  -0.2737
N (1.328, 0.355, -0.336)  -0.3315
C (1.506, -0.850, 0.472)  -0.5757
C (0.230, -1.710, 0.164)  -0.5675
C (-0.874, -0.876, -0.010)  0.1781
N (-2.096, -1.105, -0.464)  -0.3914
C (-1.807, 0.158, -0.073)  0.8026
C (-2.374, 1.462, -0.009)  -0.8551
H (1.758, 1.982, -1.094)  0.2412
H (3.322, 1.220, -0.296)  0.2826
H (1.529, -0.657, 1.527)  0.3123
H (2.356, -1.432, 0.220)  0.4487
H (0.439, -2.566, -0.502)  0.3802
H (-0.170, -2.318, 1.025)  0.3192
H (-3.275, 1.434, -0.614)  0.3572
H (-1.594, 2.032, -0.393)  0.3294
H (-2.556, 1.701, 0.994)  0.3434

Run B
C6H9N2 | ωB97M-V/def2-TZVPD

Calculated values
molar mass	109.15	g mol⁻¹
E_HOMO	-13.501	eV
total charge	+1

Each line ends with the Mulliken charge.
Geometry (Å):
C (-1.576, -1.018, 0.387)  -0.2740
C (-2.191, 0.204, -0.053)  -0.0316
C (-0.286, -1.366, 0.198)  -0.2499
C (-1.612, 1.299, -0.359)  -0.5873
C (0.806, -0.426, -0.460)  0.1335
C (0.670, 0.961, -0.079)  -0.0663
N (1.293, 1.912, 0.405)  -0.2078
N (2.130, -1.053, -0.242)  -0.6261
H (-2.291, -1.843, 0.689)  0.2950
H (-3.271, 0.053, 0.010)  0.3361
H (0.024, -2.336, 0.756)  0.2768
H (-1.808, 2.223, -0.754)  0.4655
H (0.566, -0.373, -1.529)  0.3536
H (0.873, 2.827, 0.474)  0.2773
H (2.313, 1.980, 0.714)  0.3079
H (2.111, -1.248, 0.789)  0.3012
H (2.248, -1.797, -0.947)  0.2959

Which of them is least stable? Easy: run B.

Run A
C3H8P2 | ωB97M-V/def2-TZVPD

Calculated values
molar mass	106.04	g mol⁻¹
E_HOMO (spin up / spin down)	-6.991 / -6.991	eV
total charge	0

Each line ends with the Mulliken charge.
Geometry (Å):
C (-1.995, -1.750, 0.261)  -0.6566
P (-0.520, -0.864, -0.037)  0.2877
C (-1.029, 0.753, -0.817)  -0.9717
P (1.907, -0.969, -0.265)  0.0064
C (2.271, 0.645, 0.664)  -1.3027
H (-2.827, -1.083, 0.202)  0.2135
H (-2.204, -2.793, 0.584)  0.2727
H (-2.012, 1.043, -0.722)  0.4230
H (-0.600, 0.448, -1.764)  0.3388
H (-0.266, 1.381, -0.504)  0.2253
H (2.029, 0.707, 1.665)  0.3944
H (1.985, 1.554, 0.177)  0.3492
H (3.261, 0.928, 0.556)  0.4200

Run B
C3H8P2 | ωB97M-V/def2-TZVPD

Calculated values
molar mass	106.04	g mol⁻¹
E_HOMO	-7.941	eV
total charge	0

Each line ends with the Mulliken charge.
Geometry (Å):
C (1.645, -1.204, -0.092)  -1.1905
C (0.372, -0.328, -0.116)  0.4888
C (0.517, 1.173, -0.220)  -1.4232
P (-1.330, -1.193, 0.021)  0.0093
P (-2.543, 0.568, -0.044)  -0.2243
H (1.864, -1.611, -1.199)  0.2527
H (1.325, -2.104, 0.389)  0.3840
H (2.514, -0.886, 0.475)  0.3599
H (-0.373, 1.582, -0.771)  0.3949
H (1.452, 1.316, -0.644)  0.4143
H (0.673, 1.578, 0.669)  0.3910
H (-2.273, 1.074, 1.181)  0.0567
H (-3.843, 0.034, 0.350)  0.0862

Run C
C3H8P2 | ωB97M-V/def2-TZVPD

Calculated values
molar mass	106.04	g mol⁻¹
E_HOMO	-8.280	eV
total charge	0

Each line ends with the Mulliken charge.
Geometry (Å):
C (0.013, 1.857, 0.117)  -1.0230
C (0.305, 0.770, -0.830)  -0.0040
C (0.858, -0.469, -0.147)  -1.2691
P (-1.131, -2.979, 0.218)  -0.0301
P (-0.673, -1.652, 1.698)  0.0873
H (-0.938, 1.641, 0.611)  0.2515
H (0.723, 1.671, 0.947)  0.2997
H (-0.198, 2.868, -0.419)  0.2822
H (-0.691, 0.442, -1.415)  0.2030
H (1.040, 1.071, -1.550)  0.3008
H (0.709, -1.329, -0.696)  0.5254
H (1.811, -0.237, 0.326)  0.3490
H (-1.827, -3.655, 1.140)  0.0273

Run D
C3H8P2 | ωB97M-V/def2-TZVPD

Calculated values
molar mass	106.04	g mol⁻¹
E_HOMO (spin up / spin down)	-7.803 / -7.376	eV
total charge	0

Each line ends with the Mulliken charge.
Geometry (Å):
C (0.613, -1.825, 1.357)  -0.4661
C (-0.031, 1.659, 0.391)  -1.0736
C (-0.894, -0.167, -1.677)  -0.7226
P (-0.929, -1.342, 1.246)  -0.0536
P (0.129, 1.132, -1.434)  0.0518
H (1.018, -1.981, 2.331)  0.3059
H (1.154, -2.247, 0.525)  0.2634
H (0.638, 2.461, 0.638)  0.3814
H (0.387, 0.892, 1.008)  0.2398
H (-0.979, 1.933, 0.687)  0.3520
H (-0.627, -1.151, -2.174)  0.3573
H (-1.985, -0.052, -1.672)  0.3454
H (1.507, 0.689, -1.227)  0.0187

Which of them is least stable? Easy: run D.